130
Properties=species:S:1:pos:R:3 method="wB97M-V/def2-TZVPD" de_lowest_kj_mol=287.7 max_force_ev_per_a=4.38 homo_ev=-2.47 orbital_gap_ev=5.6 total_charge=-2 spin_multiplicity=1 e_lumo_ev=3.10
Cs -0.245 0.375 -0.914
C -5.374 -1.629 -3.464
N -4.401 -1.761 -2.405
C -3.633 -0.785 -1.906
N -2.876 -1.260 -0.944
C -3.221 -2.575 -0.892
N -4.147 -2.921 -1.767
C -6.764 -1.323 -2.945
C -7.851 -2.124 -3.274
C -9.131 -1.772 -2.857
C -9.338 -0.636 -2.096
C -8.242 0.134 -1.709
C -6.965 -0.214 -2.142
C -8.391 1.296 -0.856
N -9.412 2.070 -0.652
N -9.005 3.039 0.233
C -7.773 2.772 0.540
O -7.325 1.693 -0.134
C -6.879 3.401 1.493
C -7.017 4.728 1.889
C -6.098 5.254 2.783
C -5.087 4.463 3.313
C -4.978 3.123 2.954
C -3.909 2.263 3.595
N -4.021 0.854 3.291
C -3.115 0.027 2.734
N -3.621 -1.188 2.653
C -4.861 -1.051 3.187
N -5.145 0.165 3.591
C -5.863 2.612 2.028
H -5.385 -2.547 -4.049
H -5.023 -0.809 -4.092
H -3.632 0.229 -2.286
H -2.751 -3.278 -0.222
H -7.698 -3.013 -3.873
H -9.972 -2.397 -3.130
H -10.326 -0.348 -1.761
H -6.125 0.405 -1.849
H -7.819 5.323 1.474
H -6.173 6.295 3.074
H -4.373 4.893 4.006
H -3.971 2.383 4.679
H -2.921 2.594 3.267
H -2.124 0.325 2.395
H -5.555 -1.871 3.269
H -5.791 1.582 1.713
O -1.574 -1.692 2.708
H -1.997 -0.862 2.436
H -0.673 -1.429 2.976
O 1.056 -0.767 3.166
H 1.308 0.130 2.928
H 1.618 -1.335 2.597
O -0.600 -3.654 0.870
H -0.982 -3.029 1.513
H 0.357 -3.512 0.916
O -2.637 2.231 -3.587
H -1.752 1.814 -3.767
H -2.440 3.138 -3.331
N 2.838 1.932 -0.977
C 3.941 1.387 -0.333
C 4.758 0.455 -0.977
C 5.819 -0.128 -0.309
C 6.092 0.199 1.012
C 5.276 1.113 1.663
C 4.213 1.704 1.000
H 2.872 1.947 -1.987
H 2.477 2.791 -0.590
H 4.535 0.189 -2.004
H 6.429 -0.865 -0.818
H 6.927 -0.257 1.530
H 5.463 1.361 2.701
H 3.575 2.418 1.510
C -3.936 5.978 -1.312
C -3.886 4.570 -1.340
C -2.782 3.911 -0.870
C -1.653 4.602 -0.359
C -0.525 3.876 0.149
C 0.532 4.657 0.580
C 0.529 6.072 0.534
C -0.571 6.748 0.080
C -1.703 6.032 -0.370
C -2.866 6.689 -0.844
H -4.819 6.492 -1.674
H -4.732 4.015 -1.729
H -2.741 2.827 -0.898
H 1.417 4.187 1.012
H 1.401 6.630 0.864
H -0.585 7.834 0.063
H -2.893 7.775 -0.833
C 3.249 3.304 -4.689
C 2.249 3.718 -3.816
C 1.115 2.956 -3.603
C 0.921 1.716 -4.263
C 1.974 1.298 -5.120
C 3.096 2.077 -5.327
N -0.163 0.964 -3.948
C -0.544 -0.132 -4.677
C -0.550 -0.205 -6.087
C -1.004 -1.333 -6.747
C -1.489 -2.429 -6.043
C -1.527 -2.366 -4.655
C -1.065 -1.245 -3.989
H 4.129 3.911 -4.861
H 2.357 4.657 -3.283
H 0.366 3.299 -2.896
H 1.906 0.325 -5.590
H 3.874 1.718 -5.993
H -0.208 0.650 -6.656
H -0.979 -1.358 -7.832
H -1.824 -3.320 -6.561
H -1.911 -3.205 -4.085
H -1.087 -1.210 -2.908
S 7.226 -4.747 3.331
C 5.798 -4.001 2.914
S 5.362 -3.626 1.274
C 3.857 -2.802 1.838
N 3.767 -2.863 3.126
N 4.816 -3.530 3.726
C 4.781 -3.533 5.146
C 5.328 -4.555 5.916
C 5.272 -4.475 7.299
C 4.668 -3.398 7.927
C 4.090 -2.400 7.155
C 4.136 -2.466 5.774
S 2.781 -2.082 0.777
H 5.793 -5.399 5.437
H 5.705 -5.269 7.895
H 4.638 -3.346 9.009
H 3.606 -1.559 7.636
H 3.673 -1.706 5.162